Record 1
This record from OMol25 describes a cluster of 2 separate species, C10H19N2OP in total at a distorted geometry. The level of theory is wB97M-V/def2-TZVPD.

Each line ends with the Mulliken charge.
Cartesian coordinates (Å):
1 C 0.268 2.696 -0.254  0.136
2 C 0.106 0.372 -0.777  -0.421
3 C 0.255 -0.032 0.433  0.591
4 C -0.096 -0.706 -3.027  -1.375
5 C -2.115 0.528 -2.096  -1.254
6 C -1.417 -0.680 2.188  -1.151
7 C 0.861 -1.808 2.144  -1.235
8 C 0.761 1.672 -1.187  0.301
9 C -0.834 -0.335 -1.749  0.013
10 C -0.256 -1.106 1.303  0.078
11 N -0.191 3.396 0.502  -0.565
12 N 2.199 1.542 -1.141  -0.666
13 O 1.682 1.097 1.641  -0.359
14 P 1.174 2.078 2.766  -0.172
15 H 0.845 -0.925 -2.731  0.451
16 H 0.002 0.343 -3.613  0.240
17 H -0.648 -1.571 -3.517  0.393
18 H -1.714 1.564 -2.238  0.332
19 H -2.954 0.599 -1.218  0.244
20 H -2.469 0.206 -3.016  0.479
21 H -1.930 -1.640 2.586  0.350
22 H -2.108 -0.197 1.593  0.341
23 H -1.069 0.161 2.902  0.231
24 H 1.784 -2.046 1.392  0.256
25 H 0.494 -2.736 2.599  0.444
26 H 1.148 -1.087 2.963  0.229
27 H 0.504 1.981 -2.177  0.461
28 H -1.141 -1.197 -1.171  0.411
29 H -0.554 -1.809 0.614  0.621
30 H 2.415 0.812 -0.528  0.292
31 H 2.612 2.374 -0.896  0.278
32 H 2.110 3.317 2.759  0.023
33 H 1.891 1.608 4.033  0.003

As for the gap between HOMO and LUMO (spin up / spin down): 6.68 / 6.68 eV. The calculation puts the energy above the lowest of the compared OMol25 structures with the same formula, charge and spin at 136.5 kcal/mol. Its HOMO energy (spin up / spin down) is -7.68 / -7.68 eV. The spin multiplicity is 1.

---

Record 2
This record from OMol25 describes the molecule C10H19N3O4 at a distorted geometry. The level of theory is wB97M-V/def2-TZVPD.

Each line ends with the Mulliken charge.
Cartesian coordinates (Å):
1 C -3.415 1.838 0.084  -0.874
2 C -4.224 0.587 -0.010  -0.648
3 C -3.473 -0.693 0.096  0.476
4 C -3.357 -1.198 1.525  -1.435
5 C -2.190 -0.762 -0.779  -0.042
6 N -1.845 -2.119 -1.182  -0.699
7 C -0.926 -0.125 -0.071  0.230
8 O -0.876 0.435 0.984  -0.667
9 N 0.224 -0.425 -0.734  -0.203
10 C 1.531 0.024 -0.201  0.171
11 C 2.706 -0.814 -0.705  -0.766
12 C 3.818 -0.903 0.295  0.278
13 N 4.194 0.305 0.833  -0.336
14 O 4.369 -1.932 0.686  -0.640
15 C 1.644 1.529 -0.316  0.572
16 O 2.575 2.083 -0.863  -0.673
17 O 0.610 2.213 0.140  -0.554
18 H -2.522 1.722 -0.537  0.159
19 H -3.830 2.796 -0.334  0.378
20 H -3.113 2.131 1.127  0.243
21 H -4.814 0.529 -0.969  0.327
22 H -5.010 0.574 0.802  0.276
23 H -4.207 -1.368 -0.343  0.177
24 H -2.972 -2.301 1.509  0.274
25 H -4.302 -1.144 1.944  0.565
26 H -2.649 -0.481 2.059  0.236
27 H -2.459 -0.279 -1.746  0.345
28 H -2.513 -2.510 -1.872  0.320
29 H -1.956 -2.635 -0.351  0.239
30 H 0.157 -1.029 -1.538  0.328
31 H 1.427 -0.212 0.923  0.236
32 H 3.031 -0.488 -1.710  0.370
33 H 2.500 -1.847 -0.747  0.400
34 H 4.137 1.114 0.166  0.244
35 H 4.984 0.244 1.470  0.253
36 H -0.002 1.565 0.635  0.440

As for the SMILES: CC[C@H](C)[C@H](N)C(=O)N[C@@H](CC(N)=O)C(=O)O. As for the gap between HOMO and LUMO: 10.20 eV. The calculation puts the energy above the lowest of the compared OMol25 structures with the same formula, charge and spin at 37.9 kcal/mol. Its HOMO energy is -9.80 eV. The spin multiplicity is 1.

---

Record 3
This record from OMol25 describes the molecule C10H19N3O5 at a distorted geometry. The level of theory is wB97M-V/def2-TZVPD.

Each line ends with the Mulliken charge.
Cartesian coordinates (Å):
1 N -3.851 -2.987 1.766  -0.660
2 C -2.597 -2.696 1.032  -0.450
3 C -1.652 -1.917 1.897  -0.672
4 C -0.283 -1.678 1.283  -0.352
5 C -0.259 -0.862 0.019  -0.912
6 C 1.142 -0.521 -0.492  0.625
7 N 1.100 0.361 -1.680  -0.071
8 C 1.633 1.583 -1.821  0.369
9 O 1.745 2.106 -2.926  -0.706
10 C 2.016 2.408 -0.584  -0.082
11 N 2.532 3.747 -0.928  -0.795
12 C 0.909 2.579 0.478  -0.576
13 C -0.399 3.068 -0.165  0.595
14 O -0.463 3.805 -1.198  -0.618
15 O -1.501 2.661 0.481  -0.430
16 C 1.900 -1.778 -0.833  -0.164
17 O 2.707 -2.341 -0.064  -0.597
18 O 1.542 -2.295 -2.013  -0.440
19 H -4.466 -3.439 1.075  0.272
20 H -4.336 -2.074 1.760  0.271
21 H -2.118 -3.683 0.869  0.259
22 H -2.789 -2.217 0.001  0.258
23 H -1.493 -2.411 2.870  0.281
24 H -2.111 -0.932 2.109  0.318
25 H 0.334 -1.107 1.989  0.307
26 H 0.165 -2.691 1.109  0.259
27 H -0.841 0.066 0.155  0.273
28 H -0.765 -1.411 -0.808  0.329
29 H 1.696 -0.006 0.309  0.398
30 H 0.876 -0.022 -2.603  0.263
31 H 2.836 1.836 -0.128  0.533
32 H 1.771 4.257 -1.424  0.309
33 H 3.283 3.622 -1.606  0.307
34 H 0.671 1.647 1.018  0.062
35 H 1.272 3.354 1.180  0.483
36 H -2.250 3.088 0.022  0.373
37 H 2.045 -3.122 -2.146  0.381

As for the SMILES: NCCCC[C@H](NC(=O)[C@@H](N)CC(=O)O)C(=O)O. As for the gap between HOMO and LUMO: 10.03 eV. The calculation puts the energy above the lowest of the compared OMol25 structures with the same formula, charge and spin at 21.3 kcal/mol. Its HOMO energy is -9.62 eV. The spin multiplicity is 1.

---

Record 4
This record from OMol25 describes the ion C10H19N4 with charge +1 at a distorted geometry. The level of theory is wB97M-V/def2-TZVPD.

Each line ends with the Mulliken charge.
Cartesian coordinates (Å):
1 C 3.312 -0.235 -1.141  -0.860
2 C 3.628 0.878 -0.463  -0.352
3 C 1.919 -0.451 -0.794  0.846
4 C -0.675 -0.306 0.745  -1.695
5 C 0.294 0.895 0.752  2.006
6 C 0.526 1.270 2.210  -1.567
7 C -0.144 2.111 -0.069  -1.845
8 C 1.016 -2.180 -2.083  -1.053
9 C -2.584 -0.807 -0.902  -0.897
10 C -2.904 -0.756 1.427  -0.948
11 N 2.706 1.202 0.462  -1.370
12 N 1.744 0.433 0.222  0.987
13 N 0.955 -1.149 -1.125  -0.129
14 N -2.030 -0.175 0.310  0.312
15 H 3.845 -0.664 -1.968  0.365
16 H 4.568 1.487 -0.559  0.392
17 H -0.556 -1.230 1.349  0.658
18 H -0.263 1.257 2.938  0.332
19 H 0.860 2.291 2.084  0.368
20 H 1.370 0.710 2.640  0.418
21 H -0.535 1.834 -1.041  0.465
22 H 0.576 2.911 -0.165  0.397
23 H -0.965 2.739 0.397  0.502
24 H 2.015 -2.372 -2.439  0.367
25 H 0.803 -3.046 -1.603  0.412
26 H 0.140 -1.942 -2.739  0.266
27 H -2.924 -1.782 -0.659  0.348
28 H -3.496 -0.291 -1.187  0.420
29 H -1.759 -0.846 -1.651  0.232
30 H -2.333 -0.731 2.328  0.398
31 H -3.834 -0.211 1.520  0.383
32 H -3.135 -1.710 1.022  0.371
33 H -2.138 0.869 0.181  0.473

Its net charge is +1. As for the gap between HOMO and LUMO (spin up / spin down): 6.96 / 7.82 eV. The calculation puts the energy above the lowest of the compared OMol25 structures with the same formula, charge and spin at 121.0 kcal/mol. Its HOMO energy (spin up / spin down) is -10.66 / -11.61 eV. The spin multiplicity is 1.

---

Record 5
This record from OMol25 describes a cluster of 2 separate species, C10H19NO in total at a distorted geometry. The level of theory is wB97M-V/def2-TZVPD.

Each line ends with the Mulliken charge.
Cartesian coordinates (Å):
1 C 3.339 1.460 -0.974  -1.499
2 C 2.262 0.771 -0.162  0.625
3 C 2.572 -0.436 0.681  -0.010
4 C 3.837 -1.210 0.856  -1.629
5 N 1.915 -0.545 -0.576  -0.329
6 C 0.605 -1.165 -0.628  -0.823
7 H 4.074 0.743 -1.365  0.352
8 H 2.930 2.008 -1.835  0.323
9 H 3.858 2.210 -0.359  0.305
10 H 1.558 1.426 0.331  0.328
11 H 1.941 -0.492 1.576  0.468
12 H 3.603 -2.150 1.376  0.372
13 H 4.288 -1.501 -0.105  0.381
14 H 4.569 -0.608 1.412  0.292
15 H 0.225 -1.368 0.400  0.287
16 H -0.089 -0.504 -1.183  0.274
17 H 0.630 -2.151 -1.110  0.271
18 C -4.180 -1.355 -0.837  -1.200
19 C -3.923 -0.506 0.412  -0.244
20 C -2.846 0.498 0.129  -0.071
21 C -2.132 1.239 0.996  -0.428
22 C -1.186 2.253 0.531  -0.141
23 O -0.884 2.420 -0.635  -0.510
24 H -5.044 -1.997 -0.661  0.360
25 H -4.405 -0.726 -1.705  0.339
26 H -3.327 -2.007 -1.060  0.278
27 H -4.843 0.018 0.690  0.280
28 H -3.695 -1.138 1.314  0.297
29 H -2.621 0.745 -0.912  0.311
30 H -2.286 1.189 2.070  0.370
31 H -0.747 2.878 1.334  0.373

As for the SMILES: C[C@@H]1[C@H](C)N1C.CC/C=C/C=O. As for the gap between HOMO and LUMO: 8.72 eV. The calculation puts the energy above the lowest of the compared OMol25 structures with the same formula, charge and spin at 52.8 kcal/mol. Its HOMO energy is -8.67 eV. The spin multiplicity is 1.

---

Record 6
This record from OMol25 describes the molecule C10H19NO2S at a distorted geometry. The level of theory is wB97M-V/def2-TZVPD.

Each line ends with the Mulliken charge.
Cartesian coordinates (Å):
1 C 2.534 2.046 1.866  -1.524
2 C 1.343 2.056 0.937  1.120
3 C 1.746 1.527 -0.483  -1.345
4 S 0.278 0.847 1.781  -0.151
5 C -1.156 0.559 0.546  -0.954
6 N -1.015 -0.819 -0.063  0.247
7 C -0.875 -0.826 -1.525  -0.444
8 C -1.357 -2.134 -2.213  -0.794
9 C -0.924 -3.324 -1.363  -0.707
10 C -1.416 -3.132 0.096  -0.791
11 C -0.720 -1.973 0.746  -0.600
12 C 0.669 3.511 0.809  0.343
13 O 0.077 3.817 -0.237  -0.586
14 O 0.657 4.316 1.888  -0.446
15 H 3.405 2.128 1.240  0.364
16 H 2.501 2.841 2.642  0.335
17 H 2.517 1.072 2.379  0.343
18 H 2.549 2.114 -1.049  0.448
19 H 0.802 1.591 -1.134  0.239
20 H 1.981 0.454 -0.482  0.368
21 H -2.139 0.524 1.073  0.415
22 H -1.217 1.439 -0.144  0.485
23 H -1.385 0.120 -1.994  0.314
24 H 0.205 -0.706 -1.798  0.202
25 H -2.440 -2.151 -2.126  0.341
26 H -1.118 -2.280 -3.275  0.369
27 H 0.177 -3.394 -1.431  0.294
28 H -1.255 -4.186 -1.909  0.371
29 H -1.107 -4.040 0.615  0.359
30 H -2.489 -3.106 0.242  0.325
31 H -1.168 -1.785 1.761  0.410
32 H 0.336 -2.136 0.896  0.284
33 H 0.002 5.030 1.710  0.367

As for the SMILES: CC(C)(SCN1CCCCC1)C(=O)O. As for the gap between HOMO and LUMO: 8.55 eV. The calculation puts the energy above the lowest of the compared OMol25 structures with the same formula, charge and spin at 45.9 kcal/mol. Its HOMO energy is -7.86 eV. The spin multiplicity is 1.